Entry 1:
Formula: C30H41MnN6O6S3Se2
Source: the OMol25 dataset
Level of theory: ωB97M-V/def2-TZVPD

Lowest unoccupied orbital energy (spin up / spin down) ... -2.401 / -2.427 eV
Spin multiplicity ... 4
Net charge ... +1
Orbital gap (spin up / spin down) ... 7.1 / 7.3 eV
<S²> ... 3.776

Last column: Löwdin charge in e.
CARTESIAN COORDINATES (ANGSTROEM)
Mn -1.06309 -0.02867 0.14837  0.44
O 2.12063 4.15534 -2.61665  -0.08
C 3.31967 4.17461 -1.87226  -0.22
C 3.06002 3.78447 -0.41822  -0.56
C 4.34842 4.08061 0.38090  -0.22
O 4.61537 5.45724 0.54913  -0.03
C 2.79228 2.28339 -0.25455  -0.47
Se 1.01088 1.78817 -0.87610  0.74
C 1.91371 4.60716 0.18896  -0.44
Se 0.13600 3.78682 0.02044  0.78
H 2.26686 4.57287 -3.47021  0.10
H 3.75194 5.18175 -1.88277  0.13
H 4.06237 3.48526 -2.29801  0.13
H 5.19846 3.56420 -0.08133  0.14
H 4.22470 3.67730 1.38829  0.13
H 5.09271 5.79694 -0.21282  0.09
H 2.89208 2.00768 0.79710  0.05
H 3.50554 1.69889 -0.84022  0.08
H 1.86348 5.58690 -0.28139  0.08
H 2.08970 4.75448 1.25388  0.07
N -2.32213 0.19114 4.07323  0.20
C -1.17168 0.91815 4.33174  -0.17
C -0.65285 1.45704 5.50371  0.00
C 0.54781 2.12925 5.39252  -0.07
C 1.20122 2.26680 4.15598  -0.07
C 0.67396 1.73390 2.99753  -0.04
C -0.53018 1.04238 3.09782  -0.19
N -1.29043 0.40214 2.12911  0.08
C -2.33668 -0.08584 2.74894  -0.24
C -3.32658 -0.90866 2.06418  -0.29
C -4.43685 -1.49104 2.58803  -0.32
S -5.20701 -2.43350 1.39453  1.10
C -4.00485 -1.99075 0.27489  -0.42
N -3.08807 -1.18820 0.73630  0.02
H -3.02782 -0.06431 4.74168  0.17
H -1.15967 1.36272 6.45455  0.12
H 0.99079 2.57180 6.27442  0.11
H 2.12898 2.82362 4.11480  0.11
H 1.14384 1.85905 2.03314  0.04
H -4.82759 -1.42532 3.58999  0.08
H -4.02708 -2.34802 -0.74537  0.07
C -3.87690 -6.48927 -2.69732  -0.04
C -3.36899 -5.07652 -2.75465  -0.25
C -2.21812 -4.69782 -2.07355  -0.02
C -1.75994 -3.38726 -2.10876  -0.06
C -2.47086 -2.44963 -2.83885  -0.30
C -3.62150 -2.80226 -3.53974  -0.05
C -4.06206 -4.10949 -3.49109  -0.02
S -1.92313 -0.78016 -2.90506  0.68
O -0.91001 -0.65898 -1.84651  -0.44
O -1.50892 -0.42984 -4.22499  -0.23
N -3.25995 0.06744 -2.53761  -0.11
C -3.39902 1.42135 -3.12426  -0.18
C -2.49347 2.46344 -2.47249  -0.09
C -2.73363 2.47999 -0.96738  -0.69
O -3.51417 3.25732 -0.46252  0.07
O -2.09336 1.55056 -0.30686  -0.25
H -3.11105 -7.17366 -2.33675  0.08
H -4.20493 -6.82604 -3.68041  0.09
H -4.73469 -6.56200 -2.02565  0.09
H -1.66850 -5.43750 -1.50412  0.12
H -0.87666 -3.09523 -1.55714  0.07
H -4.16442 -2.05577 -4.10461  0.12
H -4.95543 -4.39394 -4.03325  0.12
H -3.37169 0.09321 -1.52488  0.08
H -4.44532 1.69310 -2.99048  0.13
H -3.20330 1.34007 -4.19038  0.12
H -2.73992 3.43973 -2.88646  0.13
H -1.44628 2.23953 -2.68865  0.10
C 2.66918 -3.14238 -1.69952  -0.07
C 2.39234 -1.67701 -1.41922  -0.25
N 2.68609 -1.30804 -0.02985  0.03
C 1.83483 -1.41415 0.98541  -0.74
S 0.24179 -2.05142 0.80209  0.72
N 2.23925 -1.06291 2.20721  0.01
C 3.58360 -0.65808 2.59656  -0.23
C 4.52212 -1.83930 2.80070  -0.07
H 2.45215 -3.37059 -2.74323  0.08
H 2.04018 -3.77337 -1.07107  0.06
H 3.71406 -3.39415 -1.51110  0.08
H 1.35323 -1.42254 -1.61223  0.06
H 3.00457 -1.02908 -2.04871  0.12
H 3.64176 -1.07067 0.18387  0.13
H 1.54319 -1.18276 2.92599  0.12
H 3.48051 -0.08003 3.51473  0.12
H 3.97756 0.03813 1.85154  0.10
H 4.13995 -2.50086 3.57761  0.08
H 5.51021 -1.49226 3.10199  0.08
H 4.63084 -2.42666 1.88734  0.07

Entry 2:
Formula: C30H41N7OS
Source: the OMol25 dataset
Level of theory: ωB97M-V/def2-TZVPD

Lowest unoccupied orbital energy ... 0.449 eV
Orbital gap ... 8.4 eV

Last column: Löwdin charge in e.
CARTESIAN COORDINATES (ANGSTROEM)
C 1.05293 -1.24742 -1.24878  -0.26
S 1.04465 -0.74648 0.45172  0.88
O 0.30089 0.56794 0.47299  -0.58
C -0.17671 -1.93667 0.98991  -0.24
H 1.60839 -2.17750 -1.38355  0.07
H 1.52412 -0.48393 -1.86844  0.05
H 0.04764 -1.40105 -1.65189  0.04
H -0.40240 -1.78558 2.04644  0.03
H 0.09320 -2.96125 0.75430  0.07
H -1.09629 -1.64157 0.47048  0.05
N -3.07366 -2.92666 -1.84671  0.00
C -2.86750 -4.25719 -2.08648  -0.14
C -2.08024 -4.34300 -3.20888  -0.11
C -1.82879 -3.02596 -3.66163  -0.11
C -2.40422 -2.16198 -2.76182  -0.14
H -3.62265 -2.56315 -1.08774  0.14
H -3.23576 -4.98991 -1.39076  0.10
H -1.79147 -5.26911 -3.67884  0.09
H -1.32572 -2.70573 -4.55959  0.08
H -2.44179 -1.08692 -2.71184  0.09
N 3.91639 1.25489 3.87283  0.01
C 3.53487 0.50047 2.80220  -0.15
C 4.53469 -0.39872 2.53156  -0.12
C 5.56316 -0.15876 3.48424  -0.12
C 5.16667 0.88240 4.28367  -0.14
H 3.44382 2.09614 4.15181  0.15
H 2.67015 0.77949 2.22426  0.08
H 4.63173 -1.07880 1.70242  0.09
H 6.51921 -0.64771 3.58553  0.09
H 5.74399 1.43089 5.00611  0.11
N 3.17404 -3.95254 5.49527  0.01
C 2.10655 -4.62038 6.03111  -0.15
C 0.97613 -4.07938 5.49719  -0.12
C 1.37228 -3.00957 4.64613  -0.11
C 2.73194 -2.94580 4.69336  -0.14
H 4.13759 -4.08859 5.74128  0.14
H 2.19180 -5.46429 6.69292  0.10
H -0.01313 -4.37932 5.80461  0.09
H 0.74322 -2.30181 4.13340  0.07
H 3.43263 -2.21123 4.32883  0.09
N 1.66467 0.80353 -6.25769  0.01
C 1.29842 0.24017 -5.06185  -0.15
C 1.35114 -1.11317 -5.19441  -0.12
C 1.74309 -1.38844 -6.54195  -0.11
C 1.90637 -0.18942 -7.16745  -0.14
H 1.79167 1.78756 -6.40680  0.14
H 1.03347 0.88312 -4.23825  0.10
H 1.12048 -1.85148 -4.44456  0.08
H 1.85033 -2.34739 -7.01933  0.09
H 2.26701 0.05151 -8.15336  0.11
N -1.73635 4.75913 -1.34610  0.02
C -1.52161 5.94026 -1.99262  -0.14
C -0.19565 6.27027 -1.83887  -0.12
C 0.39244 5.26398 -1.03424  -0.12
C -0.58071 4.33480 -0.75074  -0.14
H -2.63584 4.31071 -1.27709  0.12
H -2.33223 6.44006 -2.49344  0.10
H 0.19390 7.22204 -2.16373  0.09
H 1.43462 5.21667 -0.76389  0.09
H -0.51551 3.36177 -0.29788  0.09
N -1.60749 1.00558 2.45475  0.01
C -2.58867 0.14249 2.85790  -0.15
C -3.47517 0.85445 3.62834  -0.11
C -3.00219 2.18800 3.68852  -0.11
C -1.87164 2.25594 2.92080  -0.14
H -0.79061 0.73321 1.92388  0.07
H -2.54432 -0.90125 2.59034  0.09
H -4.40470 0.47639 4.02170  0.09
H -3.48968 3.02910 4.15308  0.09
H -1.25600 3.10413 2.67438  0.11
N -2.14957 1.30426 -0.79802  0.02
C -1.97089 1.48530 -2.13782  -0.18
C -3.16759 1.86422 -2.67619  -0.12
C -4.07797 2.03635 -1.59058  -0.12
C -3.42916 1.64770 -0.45193  -0.13
H -1.39947 1.04003 -0.16894  0.07
H -1.00757 1.29887 -2.58334  0.10
H -3.39711 2.04092 -3.71391  0.09
H -5.10554 2.34421 -1.68852  0.09
H -3.69675 1.59015 0.59222  0.10

Entry 3:
Formula: C30H42BeBr2N2P2
Source: the OMol25 dataset
Level of theory: ωB97M-V/def2-TZVPD

Lowest unoccupied orbital energy ... -7.291 eV
Net charge ... +2
Orbital gap ... 6.7 eV

Last column: Löwdin charge in e.
CARTESIAN COORDINATES (ANGSTROEM)
C -0.04074 -3.76978 2.40564  0.02
C 0.70087 -3.45383 1.23329  -0.23
C 0.95838 -4.47486 0.27799  0.02
C 0.33763 -5.70665 0.47701  -0.09
N -0.43481 -5.96205 1.53446  0.11
C -0.60090 -5.04303 2.48646  -0.09
C 1.13532 -2.15818 1.01910  0.09
C 1.27964 -0.89400 0.84406  -0.08
C 2.45735 -0.08247 1.21730  -0.25
C 2.51008 1.29091 0.92297  -0.08
C 3.67185 2.02080 1.11975  -0.10
C 4.75077 1.32465 1.64291  -0.64
C 4.72311 -0.01246 2.04216  -0.07
C 3.54435 -0.72015 1.81953  0.00
Be 0.27634 0.51611 -0.00374  0.03
P -1.61928 -0.84266 -0.52546  0.99
H 1.60419 -4.29637 -0.58016  0.13
H -0.16572 -3.04076 3.20706  0.13
H 0.47854 -6.50479 -0.25326  0.13
H -1.20336 -5.31178 3.35530  0.13
H 3.45249 -1.77034 2.07291  0.13
H 1.65262 1.85654 0.55632  0.08
H 5.59090 -0.47985 2.49163  0.12
H 3.74785 3.07635 0.86866  0.12
C -2.91159 0.16606 -1.40140  -0.39
C -4.02069 -0.56194 -2.15955  -0.12
H -2.36645 0.82217 -2.09705  0.06
H -3.35022 0.83099 -0.64264  0.08
H -4.64378 0.18721 -2.66604  0.09
H -3.63712 -1.23835 -2.93301  0.08
H -4.68454 -1.12722 -1.49470  0.06
C -1.43848 -2.39116 -1.53195  -0.37
C -2.40040 -3.54988 -1.27436  -0.12
H -0.40695 -2.72713 -1.34573  0.05
H -1.48828 -2.10555 -2.59269  0.06
H -2.14822 -4.37354 -1.95725  0.09
H -2.31259 -3.94549 -0.25358  0.07
H -3.44821 -3.28508 -1.47273  0.07
C -2.42672 -1.39097 1.03373  -0.37
C -3.92909 -1.66697 0.99726  -0.12
H -2.22148 -0.60094 1.77050  0.07
H -1.87312 -2.27455 1.38390  0.05
H -4.26224 -1.93291 2.00869  0.09
H -4.50697 -0.78997 0.68475  0.07
H -4.18977 -2.51086 0.34757  0.06
Br 6.37973 2.32099 1.80794  0.79
P 1.01136 0.51414 -2.23028  1.00
C 0.02057 -0.14115 -3.61738  -0.38
C 0.27132 0.48740 -4.98054  -0.12
H -1.03815 -0.01946 -3.34174  0.05
H 0.20917 -1.22355 -3.66126  0.08
H -0.44509 0.06163 -5.69320  0.09
H 0.12287 1.57318 -4.97114  0.08
H 1.27524 0.26582 -5.36265  0.07
C 1.32003 2.29274 -2.53321  -0.39
C 2.52449 2.64292 -3.39670  -0.13
H 1.42836 2.76717 -1.54407  0.06
H 0.39776 2.70251 -2.97208  0.09
H 2.61452 3.73538 -3.43928  0.09
H 3.46216 2.25436 -2.98145  0.08
H 2.41813 2.28764 -4.42929  0.07
C 2.60372 -0.39542 -2.26632  -0.37
C 3.15285 -0.74991 -3.64405  -0.13
H 2.43661 -1.31081 -1.67756  0.07
H 3.33362 0.19867 -1.69678  0.09
H 4.10135 -1.28433 -3.51431  0.09
H 2.48038 -1.41209 -4.20098  0.07
H 3.36426 0.13780 -4.25266  0.07
Br -3.03935 4.84121 0.37560  0.83
C -1.93606 3.50821 1.18010  -0.62
C -1.87608 3.39752 2.56792  -0.04
C -1.13304 2.34987 3.11516  0.00
C -0.47911 1.45846 2.28295  -0.08
N -0.52888 1.60142 0.93338  -0.06
C -1.23333 2.63218 0.36781  -0.12
H -2.40568 4.10812 3.18935  0.13
H -1.04547 2.20051 4.18637  0.13
H 0.10770 0.62817 2.68040  0.13
H -1.22552 2.70687 -0.71752  0.11

Total energy / Eh: -9096.0921, -2024.3839, -7122.8202
Relative energy (zero: lowest compared OMol25 entry of this formula, charge and spin) / kJ/mol: 0.00, 0.00, 0.00